Density functional theory data (the ωB97M-V functional and the def2-TZVPD basis) for a 21-piece molecular cluster, C52H84N22O3 overall.

XYZ file:
```
161
Properties=species:S:1:pos:R:3:mulliken_charge:R:1
C -0.756 2.921 -0.480 -0.659
C -0.212 1.681 0.456 0.090
C 1.355 1.255 0.166 -0.632
N 2.226 2.386 -0.345 1.258
O 3.309 2.597 0.424 -0.026
C 3.026 3.481 1.565 -1.082
C 2.184 4.840 1.204 0.681
C 2.337 5.836 2.539 -0.864
C 2.769 5.704 -0.063 0.416
C 1.831 5.442 -1.403 -0.694
C 4.380 5.541 -0.328 -0.592
C 2.814 1.856 -1.669 -0.546
O 4.091 1.385 -1.621 -0.347
O 2.051 1.902 -2.953 -0.434
H -1.882 2.732 -0.824 0.382
H -0.147 3.079 -1.477 0.072
H -0.798 3.941 0.135 0.125
H -0.946 0.764 0.244 -0.272
H -0.310 2.003 1.584 0.279
H 1.307 0.435 -0.699 0.101
H 1.798 0.727 1.112 0.239
H 3.981 3.781 2.180 0.291
H 2.341 2.850 2.311 0.333
H 1.029 4.642 1.097 -0.197
H 1.770 6.858 2.400 0.344
H 2.083 5.276 3.540 0.335
H 3.492 6.124 2.620 -0.184
H 2.597 6.852 0.216 0.372
H 0.727 5.267 -1.008 0.153
H 2.185 4.544 -2.065 -0.176
H 1.774 6.388 -2.121 0.384
H 4.974 5.451 0.676 0.087
H 4.771 6.501 -0.917 0.029
H 4.517 4.628 -1.061 0.079
H 2.379 2.756 -3.409 0.366
C 6.595 0.150 -2.677 0.302
C 7.661 0.040 -3.755 0.170
N 8.545 -0.050 -4.650 -0.589
H 5.873 0.926 -2.944 0.047
H 6.070 -0.804 -2.574 0.329
H 7.058 0.407 -1.720 -0.141
C -1.691 -1.925 -1.866 -0.250
C -2.660 -1.193 -0.951 0.394
N -3.463 -0.586 -0.192 -0.604
H -2.202 -2.754 -2.362 0.139
H -1.305 -1.239 -2.625 0.264
H -0.854 -2.320 -1.283 0.212
C -2.840 -6.190 -3.634 -0.612
C -1.756 -5.144 -3.837 0.061
N -0.856 -4.277 -4.004 -0.640
H -2.745 -6.976 -4.388 0.312
H -2.746 -6.637 -2.641 0.263
H -3.826 -5.727 -3.725 0.119
C -6.293 -6.817 -6.504 -0.677
C -6.122 -6.763 -4.994 0.357
N -5.981 -6.719 -3.742 -0.504
H -5.675 -6.048 -6.976 0.281
H -5.989 -7.798 -6.879 0.256
H -7.340 -6.643 -6.767 0.285
C -3.374 -1.747 2.903 -0.422
C -3.203 -1.694 4.412 0.377
N -3.061 -1.650 5.664 -0.589
H -2.756 -0.978 2.430 0.027
H -3.070 -2.728 2.527 0.307
H -4.421 -1.574 2.640 0.304
C 5.705 9.853 -2.011 -0.739
C 4.782 9.554 -0.841 0.444
N 4.016 9.306 0.130 -0.491
H 6.394 10.659 -1.746 0.291
H 6.283 8.960 -2.267 0.239
H 5.117 10.158 -2.881 0.290
C 7.962 3.565 -0.546 -0.613
C 7.533 4.992 -0.842 0.329
N 7.177 6.177 -1.088 -0.536
H 7.482 3.214 0.372 0.255
H 7.674 2.910 -1.372 0.192
H 9.047 3.520 -0.418 0.461
C -6.191 -3.050 7.127 -0.454
C -7.479 -2.722 6.389 0.302
N -8.547 -2.450 5.776 -0.511
H -5.970 -4.117 7.033 0.252
H -5.363 -2.476 6.704 0.057
H -6.295 -2.799 8.186 0.282
C -9.191 -9.571 -8.885 -0.726
C -8.107 -8.525 -9.088 0.436
N -7.208 -7.657 -9.256 -0.479
H -9.096 -10.357 -9.640 0.278
H -9.098 -10.017 -7.892 0.259
H -10.178 -9.108 -8.976 0.267
C -1.154 -3.991 -8.163 -0.844
C -0.983 -3.938 -6.653 0.560
N -0.842 -3.894 -5.401 -0.010
H -0.536 -3.222 -8.635 0.260
H -0.850 -4.972 -8.538 0.269
H -2.201 -3.818 -8.426 0.264
C 3.133 -2.360 1.021 -0.855
C 1.845 -2.032 0.283 0.516
N 0.777 -1.760 -0.329 -0.601
H 3.355 -3.427 0.928 0.356
H 3.962 -1.786 0.599 0.230
H 3.030 -2.109 2.081 0.296
C -1.491 7.238 4.589 -0.734
C -0.067 6.918 5.012 0.437
N 1.115 6.653 5.364 -0.490
H -1.901 6.410 4.004 0.242
H -2.117 7.394 5.472 0.313
H -1.504 8.145 3.978 0.264
C -1.346 -4.884 5.665 -0.592
C -0.262 -4.787 4.603 0.263
N 0.636 -4.706 3.723 -0.486
H -2.246 -5.335 5.239 0.319
H -0.998 -5.502 6.497 0.331
H -1.590 -3.887 6.041 0.133
C 3.222 -0.779 -5.119 -0.308
C 2.656 -0.876 -6.526 0.211
N 2.186 -0.956 -7.694 -0.493
H 2.486 -0.323 -4.451 0.099
H 3.470 -1.777 -4.747 0.291
H 4.127 -0.166 -5.122 0.190
C -9.775 -0.805 3.377 -0.159
C -9.583 0.494 2.612 0.192
N -9.424 1.572 1.977 -0.491
H -10.780 -0.839 3.806 0.329
H -9.647 -1.657 2.703 -0.053
H -9.040 -0.875 4.183 0.183
C -1.946 -4.301 10.325 -0.776
C -2.512 -4.398 8.917 0.485
N -2.982 -4.478 7.750 -0.489
H -2.683 -3.845 10.992 0.276
H -1.699 -5.300 10.696 0.281
H -1.041 -3.688 10.321 0.267
C 7.928 -4.105 -4.786 -0.765
C 6.960 -3.373 -3.871 0.458
N 6.156 -2.766 -3.112 -0.611
H 7.417 -4.935 -5.282 0.292
H 8.315 -3.420 -5.545 0.272
H 8.765 -4.500 -4.203 0.274
C 7.983 -1.711 1.359 -0.853
C 7.554 -0.283 1.062 0.439
N 7.198 0.901 0.816 -0.483
H 7.502 -2.062 2.276 0.290
H 7.694 -2.366 0.532 0.252
H 9.068 -1.755 1.486 0.330
C -7.266 4.272 3.153 -0.625
C -6.182 5.318 2.951 0.299
N -5.282 6.186 2.783 -0.447
H -7.171 3.486 2.399 0.239
H -7.172 3.826 4.147 0.261
H -8.252 4.735 3.062 0.266
C 7.633 7.253 2.681 -0.526
C 8.446 5.992 2.434 0.415
N 9.120 4.947 2.230 -0.499
H 7.932 7.709 3.629 0.337
H 7.802 7.969 1.873 0.246
H 6.569 7.008 2.723 0.039
C -9.093 -5.034 1.575 -0.758
C -10.061 -4.302 2.490 0.480
N -10.864 -3.695 3.249 -0.484
H -9.603 -5.863 1.079 0.282
H -8.706 -4.348 0.816 0.277
H -8.256 -5.428 2.158 0.259
```

HOMO energy: -5.595 eV
Relative energy (zero: lowest compared OMol25 entry of this formula, charge and spin): 460.49 kcal/mol
Frontier orbital gap: 5.8 eV
Charge: 0
LUMO: 0.0073 Eh



Density functional theory data (the ωB97M-V functional and the def2-TZVPD basis) for C52H85AsBN9O3PSSiTi as an isolated structure.

XYZ file:
```
155
Properties=species:S:1:pos:R:3:mulliken_charge:R:1
Ti 0.194 1.142 0.601 -0.899
C 0.606 5.724 0.539 -2.013
C -0.144 4.554 0.583 -0.685
N 0.634 3.490 0.781 1.309
N 1.898 3.964 0.878 0.415
C 1.906 5.301 0.719 -0.380
B 3.101 2.994 1.088 -0.079
N 2.762 2.122 2.323 0.291
C 3.412 2.088 3.500 -0.194
C 2.603 1.468 4.429 -2.475
C 1.452 1.150 3.716 -1.459
N 1.553 1.532 2.445 1.211
N 3.126 2.084 -0.163 0.425
C 3.992 2.016 -1.185 -0.478
C 3.483 1.168 -2.152 -0.957
C 2.274 0.735 -1.648 -0.291
N 2.035 1.295 -0.446 1.324
N 4.359 3.793 1.391 0.270
C 4.461 4.714 2.396 -0.426
C 5.738 5.202 2.398 -1.061
C 6.374 4.507 1.347 -0.341
N 5.551 3.664 0.752 -1.193
H 0.259 6.735 0.391 0.581
H -1.208 4.456 0.464 0.232
H 2.827 5.864 0.729 0.642
H 4.409 2.490 3.602 0.614
H 2.814 1.277 5.470 0.481
H 0.556 0.682 4.082 1.544
H 4.920 2.559 -1.128 0.647
H 3.940 0.905 -3.093 0.695
H 1.568 0.046 -2.072 -0.852
H 3.620 4.951 3.033 0.520
H 6.158 5.945 3.061 0.468
H 7.399 4.589 1.007 0.458
C -2.122 0.419 4.456 -1.673
C -2.886 0.989 3.258 0.701
C -4.255 1.508 3.695 -1.466
P -1.777 2.173 2.342 2.367
C -1.637 3.592 3.597 0.193
C -2.479 4.840 3.320 -1.480
C -0.196 4.029 3.924 -1.384
C -2.816 2.770 0.970 -0.052
C -4.040 3.418 1.152 -0.406
C -4.798 3.908 0.102 0.452
C -6.140 4.556 0.331 -1.702
C -4.264 3.775 -1.178 -1.063
C -3.058 3.139 -1.387 -0.581
C -2.327 2.591 -0.326 -0.647
N -1.121 1.881 -0.568 1.592
C -0.904 1.556 -1.969 -0.384
C -0.032 2.300 -2.773 0.738
C 0.626 3.577 -2.322 -1.036
C 0.170 1.904 -4.090 -0.457
C -0.525 0.849 -4.658 0.396
C -0.257 0.425 -6.078 -1.570
C -1.499 0.230 -3.883 0.097
C -1.701 0.554 -2.553 0.542
C -2.808 -0.148 -1.810 -0.161
H -2.717 -0.356 4.944 0.611
H -1.899 1.182 5.206 0.282
H -1.191 -0.029 4.133 -0.065
H -3.040 0.177 2.547 -0.194
H -4.189 2.462 4.232 0.183
H -4.695 0.780 4.380 0.494
H -4.939 1.619 2.856 0.418
H -2.024 3.121 4.501 0.790
H -2.388 5.191 2.292 0.245
H -2.124 5.638 3.975 0.504
H -3.538 4.691 3.535 0.288
H 0.218 4.662 3.141 0.339
H 0.473 3.191 4.080 0.185
H -0.214 4.614 4.847 0.655
H -4.417 3.563 2.153 0.241
H -6.369 4.628 1.394 0.408
H -6.931 3.977 -0.149 0.346
H -6.171 5.562 -0.094 0.358
H -4.805 4.180 -2.029 0.479
H -2.672 3.059 -2.395 0.619
H 1.498 3.409 -1.688 -0.054
H -0.076 4.197 -1.775 0.087
H 0.957 4.137 -3.196 0.642
H 0.871 2.469 -4.698 0.370
H 0.403 1.132 -6.579 0.442
H -1.181 0.348 -6.653 0.349
H 0.226 -0.556 -6.096 0.198
H -2.134 -0.529 -4.325 0.451
H -2.643 -1.222 -1.834 -0.886
H -3.769 0.067 -2.289 0.751
H -2.872 0.150 -0.771 -1.045
C 0.959 -3.067 4.750 -1.487
C 0.651 -1.611 4.392 -0.756
As 0.283 -1.317 2.442 1.582
C -1.244 -2.578 2.428 -0.370
C -2.427 -2.286 1.494 0.000
C 1.957 -2.201 1.904 0.718
C 3.135 -1.228 2.027 -1.875
H 0.787 -3.228 5.817 0.384
H 1.999 -3.326 4.547 0.408
H 0.323 -3.772 4.209 0.285
H 1.477 -0.970 4.697 0.310
H -0.226 -1.285 4.944 0.653
H -1.589 -2.552 3.461 0.815
H -0.872 -3.578 2.236 0.053
H -2.547 -1.223 1.297 -0.756
H -3.354 -2.661 1.938 0.603
H -2.292 -2.767 0.530 -0.387
H 1.863 -2.539 0.883 -1.024
H 2.113 -3.063 2.543 0.846
H 3.018 -0.386 1.342 0.241
H 4.070 -1.731 1.775 0.623
H 3.236 -0.829 3.039 0.241
C 2.709 -1.769 -3.689 -1.188
C 2.563 -3.214 -3.231 2.052
C 3.899 -3.761 -2.757 -1.883
C 2.016 -4.063 -4.372 -1.275
O 1.698 -3.252 -2.085 0.505
Si 0.132 -3.022 -1.718 -3.312
S -0.005 -1.222 -0.533 1.101
O -0.386 -4.274 -0.813 1.026
C 0.083 -5.573 -0.372 1.731
C -1.119 -6.251 0.267 -1.629
C 1.213 -5.422 0.633 -1.144
C 0.606 -6.422 -1.532 -1.580
O -0.830 -2.856 -3.023 0.571
C -1.804 -3.696 -3.702 1.692
C -1.477 -5.182 -3.577 -1.213
C -1.784 -3.303 -5.171 -1.369
C -3.184 -3.458 -3.102 -1.713
H 3.316 -1.720 -4.597 0.648
H 3.195 -1.185 -2.906 -0.038
H 1.722 -1.337 -3.898 -0.033
H 4.634 -3.723 -3.565 0.392
H 3.791 -4.799 -2.431 0.382
H 4.268 -3.168 -1.915 0.271
H 2.710 -4.038 -5.214 0.593
H 1.053 -3.671 -4.703 -0.156
H 1.893 -5.104 -4.066 0.347
H -1.545 -5.624 1.055 0.200
H -0.824 -7.211 0.699 0.397
H -1.895 -6.433 -0.482 0.307
H 0.910 -4.797 1.467 -0.103
H 2.084 -4.966 0.152 0.054
H 1.497 -6.404 1.019 0.665
H -0.193 -6.760 -2.188 0.316
H 1.109 -7.305 -1.131 0.580
H 1.333 -5.849 -2.112 0.040
H -0.435 -5.376 -3.838 0.248
H -2.113 -5.750 -4.259 0.622
H -1.662 -5.524 -2.560 -0.034
H -0.827 -3.568 -5.629 0.319
H -1.939 -2.231 -5.294 0.123
H -2.576 -3.834 -5.704 0.466
H -3.157 -3.647 -2.023 0.265
H -3.902 -4.147 -3.554 0.491
H -3.532 -2.440 -3.274 0.308
```

HOMO energy: -9.931 eV
Relative energy (zero: lowest compared OMol25 entry of this formula, charge and spin): 17.54 kcal/mol
Frontier orbital gap: 6.4 eV
Charge: +1
LUMO: -0.1289 Eh



Density functional theory data (the ωB97M-V functional and the def2-TZVPD basis) for a 9-piece molecular cluster, C52H94NO18S8 overall.

XYZ file:
```
173
Properties=species:S:1:pos:R:3:mulliken_charge:R:1
C -4.289 -1.215 -0.795 -0.539
C -4.272 -1.524 0.775 -0.467
C -4.595 -3.033 1.113 -0.745
C -3.338 -4.000 1.133 -0.422
O -2.060 -3.315 1.093 -0.357
C -1.130 -4.085 0.412 0.188
C -1.277 -4.141 -1.061 -0.125
C -0.364 -4.941 -1.944 -0.742
C 0.691 -5.720 -1.287 -0.752
C 0.844 -5.673 0.180 0.786
C 1.926 -6.470 0.854 -0.737
C 2.034 -6.419 2.287 -0.532
N 1.181 -5.621 3.093 0.090
C 0.166 -4.831 2.580 0.424
C -0.694 -3.983 3.555 -0.194
C -0.091 -3.789 4.996 -1.649
C 1.310 -3.049 5.041 0.422
C 1.395 -2.026 6.261 -0.876
C 2.766 -1.216 6.256 1.122
C 3.989 -2.090 6.762 -0.656
O 5.236 -1.701 6.113 -0.303
C 5.992 -2.904 5.863 -0.698
C -0.044 -4.856 1.090 0.614
H -3.813 -0.205 -0.950 0.166
H -5.333 -1.208 -1.213 0.331
H -3.658 -1.952 -1.369 -0.020
H -5.138 -0.918 1.188 0.336
H -3.324 -1.130 1.225 0.276
H -5.297 -3.401 0.301 0.351
H -5.186 -3.131 2.075 0.367
H -3.403 -4.593 2.102 0.202
H -3.478 -4.762 0.314 0.422
H -2.098 -3.574 -1.579 0.167
H -0.510 -4.933 -3.050 0.418
H 1.399 -6.323 -1.920 0.307
H 2.597 -7.093 0.202 0.373
H 2.831 -7.043 2.776 0.340
H 1.368 -5.682 4.100 0.285
H -0.767 -2.949 3.091 0.357
H -1.770 -4.333 3.625 0.243
H 0.053 -4.806 5.486 0.431
H -0.834 -3.254 5.660 0.491
H 1.567 -2.521 4.083 0.017
H 2.093 -3.835 5.268 0.074
H 0.552 -1.274 6.238 0.424
H 1.331 -2.543 7.262 0.268
H 2.970 -0.808 5.225 -0.672
H 2.709 -0.319 6.943 -0.262
H 3.860 -3.190 6.557 0.368
H 4.119 -1.994 7.885 0.277
H 5.490 -3.559 5.085 0.253
H 6.187 -3.498 6.800 0.306
H 7.004 -2.616 5.450 0.235
C -4.625 2.871 -4.867 -0.740
C -4.478 4.076 -3.935 -0.198
C -5.419 3.855 -2.748 -0.855
S -5.583 2.083 -2.562 1.027
O -6.952 1.714 -2.848 -0.594
O -4.914 1.664 -1.350 -0.697
C -4.573 1.642 -3.967 -0.582
H -3.840 2.846 -5.624 0.271
H -5.590 2.917 -5.381 0.393
H -3.446 4.139 -3.581 0.075
H -4.705 5.013 -4.447 0.448
H -5.015 4.277 -1.828 0.414
H -6.411 4.266 -2.941 0.364
H -4.967 0.744 -4.441 0.536
H -3.560 1.463 -3.605 0.205
C 0.410 2.365 10.877 -0.666
C 0.993 3.037 9.632 -0.312
C 1.264 1.940 8.602 -0.326
S 0.088 0.632 8.941 1.269
O 0.813 -0.539 9.380 -0.660
O -0.886 0.576 7.873 -0.723
C -0.659 1.404 10.367 -0.810
H -0.006 3.093 11.574 0.430
H 1.195 1.809 11.398 0.263
H 0.266 3.749 9.229 0.373
H 1.902 3.593 9.863 -0.258
H 1.119 2.298 7.583 0.415
H 2.268 1.528 8.712 0.220
H -0.939 0.645 11.096 0.435
H -1.544 1.945 10.028 0.334
C 1.769 3.015 -5.048 -0.146
C 1.179 4.343 -5.529 -0.726
C -0.301 4.101 -5.847 -0.738
S -0.825 2.753 -4.790 1.140
O -1.159 1.617 -5.622 -0.663
O -1.731 3.259 -3.782 -0.694
C 0.770 2.459 -4.039 -0.984
H 2.756 3.148 -4.602 0.424
H 1.871 2.329 -5.891 -0.078
H 1.267 5.089 -4.734 0.344
H 1.709 4.728 -6.401 0.357
H -0.907 4.981 -5.635 0.527
H -0.443 3.792 -6.884 0.316
H 0.899 1.395 -3.847 0.398
H 0.804 3.018 -3.102 0.469
C 0.019 -0.126 -8.616 -0.973
C 0.511 -0.404 -10.040 0.068
C 0.860 0.945 -10.675 -0.903
S 1.326 2.027 -9.326 1.269
O 0.350 3.089 -9.227 -0.676
O 2.743 2.292 -9.394 -0.704
C 1.019 0.855 -8.018 0.748
H -0.048 -1.041 -8.025 0.447
H -0.976 0.328 -8.652 0.336
H 1.403 -1.033 -10.002 -0.433
H -0.237 -0.934 -10.631 0.547
H 1.693 0.860 -11.372 0.410
H -0.001 1.386 -11.178 0.365
H 0.638 1.372 -7.140 -1.000
H 1.964 0.360 -7.785 0.343
C 7.104 4.286 10.028 -0.553
C 6.472 5.590 9.529 -0.640
C 5.003 5.295 9.211 -0.677
S 4.521 3.943 10.283 1.156
O 4.229 2.788 9.464 -0.574
O 3.598 4.430 11.280 -0.695
C 6.121 3.710 11.040 -0.754
H 8.084 4.456 10.474 0.360
H 7.229 3.593 9.191 0.278
H 6.534 6.347 10.315 0.293
H 6.993 5.982 8.655 0.327
H 4.367 6.157 9.410 0.385
H 4.875 4.969 8.179 0.380
H 6.284 2.653 11.244 0.396
H 6.135 4.280 11.970 0.347
C -11.921 0.564 -4.642 -0.600
C -10.946 0.594 -3.461 -0.770
C -9.573 0.993 -4.009 -0.281
S -9.884 1.992 -5.462 1.199
O -9.394 1.286 -6.622 -0.668
O -9.520 3.362 -5.186 -0.677
C -11.665 1.848 -5.422 -0.725
H -12.958 0.498 -4.310 0.350
H -11.711 -0.305 -5.272 0.293
H -11.281 1.337 -2.731 0.319
H -10.901 -0.369 -2.950 0.340
H -9.005 1.574 -3.289 0.246
H -8.997 0.121 -4.318 0.336
H -12.058 1.820 -6.437 0.390
H -12.058 2.716 -4.891 0.330
C 4.934 -4.642 -8.736 -0.580
C 3.612 -4.893 -8.003 -0.708
C 2.676 -3.726 -8.332 -0.529
S 3.175 -3.123 -9.944 1.205
O 3.693 -1.785 -9.794 -0.612
O 2.155 -3.447 -10.910 -0.692
C 4.550 -4.242 -10.156 -0.749
H 5.575 -5.524 -8.728 0.354
H 5.476 -3.825 -8.251 0.288
H 3.172 -5.829 -8.357 0.297
H 3.760 -4.987 -6.926 0.330
H 1.635 -4.043 -8.372 0.394
H 2.789 -2.909 -7.617 0.310
H 5.354 -3.744 -10.695 0.412
H 4.193 -5.103 -10.724 0.342
C 3.770 0.593 2.655 -0.051
C 3.989 1.707 3.683 -0.576
C 4.688 2.864 2.964 -0.721
S 4.190 2.760 1.245 1.146
O 5.350 2.450 0.447 -0.651
O 3.318 3.866 0.934 -0.661
C 3.207 1.278 1.415 -0.784
H 3.092 -0.176 3.029 -0.213
H 4.725 0.116 2.418 0.293
H 3.021 2.043 4.068 0.299
H 4.577 1.359 4.535 0.377
H 4.389 3.830 3.368 0.362
H 5.773 2.764 3.006 0.375
H 3.290 0.673 0.514 0.442
H 2.170 1.582 1.570 0.372
```

HOMO energy: -10.994 eV
Frontier orbital gap: 6.8 eV
Charge: +1
LUMO: -0.1545 Eh